# C28H43N8O7P2Ti

C28H43N8O7P2Ti as an isolated structure at a distorted geometry (the ωB97M-V functional and the def2-TZVPD basis, the Open Molecules 2025 dataset).

Atoms and positions in Å:
Ti  0.3588  0.1145  0.2125
C  -1.7072  0.9039  4.3268
N  -1.9851  0.8014  2.9009
C  -2.3245  2.0596  2.2544
C  -1.9273  -0.3599  2.2137
N  -1.6157  -0.3091  0.9083
C  -2.2870  -1.2343  0.0516
C  -3.5577  -1.7376  0.3229
C  -4.1329  -2.7040  -0.4872
C  -3.4338  -3.1790  -1.5905
C  -2.2222  -2.5979  -1.9240
C  -1.6841  -1.5698  -1.1588
N  -0.5144  -0.8433  -1.5636
C  -0.4275  -0.4882  -2.8463
N  -1.4653  -0.2297  -3.6602
C  -1.3570  -0.3611  -5.1123
C  -2.8329  0.0934  -3.2567
N  0.8462  -0.3438  -3.3592
C  1.5296  -1.5831  -3.7133
C  1.1830  0.8224  -4.1607
N  -2.1285  -1.5086  2.8781
C  -1.6037  -2.7817  2.3948
C  -3.1557  -1.6370  3.9118
H  -1.0233  1.7406  4.4818
H  -1.2363  -0.0098  4.6791
H  -2.6101  1.0913  4.9098
H  -3.1502  2.5298  2.7918
H  -2.6182  1.8782  1.2242
H  -1.4693  2.7414  2.2796
H  -4.0961  -1.3868  1.1948
H  -5.1106  -3.0966  -0.2477
H  -3.8391  -3.9710  -2.2036
H  -1.6909  -2.9211  -2.8114
H  -0.3849  -0.7436  -5.3959
H  -1.5242  0.6015  -5.5962
H  -2.1207  -1.0601  -5.4539
H  -2.9274  0.2291  -2.1852
H  -3.5076  -0.7135  -3.5438
H  -3.1299  1.0046  -3.7789
H  1.0730  -2.0834  -4.5752
H  1.5380  -2.2652  -2.8660
H  2.5526  -1.3375  -3.9985
H  1.2097  0.6276  -5.2362
H  2.1711  1.1767  -3.8618
H  0.4688  1.6242  -3.9766
H  -0.7908  -2.6089  1.6917
H  -2.3951  -3.3614  1.9159
H  -1.2229  -3.3354  3.2526
H  -3.7072  -0.7092  4.0225
H  -2.7252  -1.9207  4.8721
H  -3.8519  -2.4178  3.5991
C  5.0886  -1.8867  0.7844
C  3.7776  -1.1070  0.8534
O  3.6678  -0.3427  2.0454
P  3.5933  0.0377  -0.5674
O  4.6385  1.1809  -0.2754
O  4.1371  -0.6282  -1.8809
O  2.1795  0.5351  -0.6834
P  2.3509  -2.2386  0.6205
O  2.4529  -3.4571  1.6155
O  2.4678  -2.6099  -0.8107
O  1.0935  -1.4638  1.1041
H  5.9388  -1.2057  0.7130
H  5.1250  -2.5552  -0.0726
H  5.1824  -2.4717  1.6998
H  4.5354  0.0362  2.2456
H  5.0745  1.5685  -1.0387
H  3.6120  -1.4326  -2.0453
H  2.8571  -4.2345  1.2254
C  2.0793  1.7474  3.9298
C  2.4295  3.0126  3.5148
C  2.0117  3.4600  2.2549
C  1.2616  2.6129  1.4789
N  0.9798  1.3490  1.8534
C  1.3736  0.9310  3.0488
C  0.5496  3.0689  0.2154
C  0.5194  4.3867  -0.1886
C  -0.3140  4.7409  -1.2488
C  -1.0995  3.7757  -1.8482
C  -0.9942  2.4678  -1.3912
N  -0.1795  2.1281  -0.3966
H  2.3611  1.3630  4.8986
H  3.0088  3.6660  4.1527
H  2.2555  4.4562  1.9213
H  1.1462  -0.1013  3.2893
H  1.1094  5.1370  0.3134
H  -0.3536  5.7699  -1.5786
H  -1.7840  4.0085  -2.6499
H  -1.5699  1.6645  -1.8290

Cartesian forces (eV/Å) of the 6 atoms listed first:
Ti -0.9 -1.2 -0.6
C 0.0 0.0 -0.1
N -0.1 -0.1 0.0
C 0.1 0.0 0.0
C 0.1 0.4 0.1
N 0.0 -0.3 -0.6

Output
<S²>	0.75
highest occupied orbital energy (spin up / spin down)	-0.46608 / -0.46627	Eh
lowest unoccupied orbital energy (spin up / spin down)	-5.69 / -5.68	eV
orbital gap (spin up / spin down)	6.99 / 7.00	eV
total charge	+2
2S+1	2

Results of the Mulliken charge analysis, in e, for atoms 1 through 2:
1. Ti -0.327
2. C -1.292

# C5H6O3Tl

C5H6O3Tl as an isolated structure at a distorted geometry (the ωB97M-V functional and the def2-TZVPD basis, the Open Molecules 2025 dataset).

Atoms and positions in Å:
C  2.3643  3.0750  0.9842
C  3.1122  2.1062  0.1267
C  2.1827  1.3148  -0.7694
C  1.2930  0.4059  -0.3000
O  0.5718  -0.4287  -0.9897
Tl  -1.3804  -1.8652  -1.4584
H  2.5779  4.1458  0.9492
H  1.4504  2.7506  1.4887
H  3.6683  1.3917  0.7598
H  3.8629  2.6448  -0.4752
H  2.1776  1.5529  -1.8399
O  -4.7724  -1.7384  2.0087
O  -3.2732  -1.9853  0.2714
C  -3.9424  -1.8179  1.2112
H  1.1427  0.3617  0.8175

Cartesian forces (eV/Å) of the 6 atoms listed first:
C -0.2 0.4 0.0
C 0.0 0.0 0.3
C -0.6 -0.2 -0.5
C 0.5 0.6 1.0
O -1.6 -1.0 -0.7
Tl 1.9 0.9 -0.4

Output
<S²>	0.75
highest occupied orbital energy (spin up / spin down)	-0.23308 / -0.23806	Eh
lowest unoccupied orbital energy (spin up / spin down)	-0.56 / -0.57	eV
orbital gap (spin up / spin down)	5.78 / 5.91	eV
relative energy (zero: lowest compared OMol25 entry of this formula, charge and spin)	35.07	kJ/mol
2S+1	2

Results of the Mulliken charge analysis, in e, for atoms 1 through 2:
1. C -0.819
2. C -0.380

# C22H35IrO4Se2Si2Te3

C22H35IrO4Se2Si2Te3 as an isolated structure (the ωB97M-V functional and the def2-TZVPD basis, the Open Molecules 2025 dataset).

Atoms and positions in Å:
Ir  1.1212  1.0124  2.0117
Se  1.3809  1.3324  4.4598
Te  3.6491  2.0436  4.9790
Te  5.0671  1.1797  2.8860
Se  3.3867  0.9202  1.0875
O  0.3205  1.1621  -0.3879
C  0.3449  2.5238  -0.8865
C  0.6075  3.4807  0.2944
O  0.7299  4.6621  0.0511
O  0.6239  2.9804  1.4893
C  -1.0356  2.8645  -1.4328
C  -1.2001  3.9973  -2.2236
C  -2.4534  4.3474  -2.6917
C  -3.5632  3.5758  -2.3695
C  -3.4064  2.4559  -1.5702
C  -2.1462  2.1025  -1.1018
C  1.4258  2.5955  -1.9475
C  2.6763  3.1426  -1.6834
C  3.6825  3.0720  -2.6344
C  3.4509  2.4573  -3.8554
C  2.2031  1.9156  -4.1285
C  1.1957  1.9895  -3.1795
H  0.8862  0.6257  -0.9572
H  -0.3407  4.6101  -2.4586
H  -2.5674  5.2289  -3.3074
H  -4.5428  3.8513  -2.7356
H  -4.2675  1.8550  -1.3078
H  -2.0324  1.2281  -0.4747
H  2.8644  3.6398  -0.7427
H  4.6503  3.5030  -2.4195
H  4.2381  2.4058  -4.5952
H  2.0115  1.4443  -5.0825
H  0.2168  1.5810  -3.4012
O  -1.8060  1.7648  2.5254
H  -1.6651  2.4493  1.8571
H  -1.5720  2.2228  3.3421
C  -4.1442  -0.9151  1.0644
Si  -3.0132  -2.1884  0.3180
C  -3.4786  -2.5251  -1.4548
C  -3.0726  -3.7721  1.3013
C  -1.2572  -1.5285  0.3323
Te  -0.5039  -1.1452  2.2880
C  0.4935  -3.0082  2.4803
Si  2.1527  -3.3440  1.6596
C  3.4901  -2.7248  2.7859
C  2.2857  -5.1963  1.4711
C  2.2740  -2.5266  -0.0110
H  -5.1700  -1.2837  1.0859
H  -4.1333  0.0086  0.4887
H  -3.8545  -0.6593  2.0850
H  -4.5099  -2.8734  -1.5219
H  -2.8378  -3.2919  -1.8917
H  -3.3931  -1.6265  -2.0664
H  -4.0965  -4.1465  1.3438
H  -2.7374  -3.6332  2.3309
H  -2.4583  -4.5482  0.8424
H  -1.1708  -0.5827  -0.1991
H  -0.5551  -2.2249  -0.1285
H  -0.2737  -3.7134  2.1498
H  0.6086  -3.1645  3.5554
H  3.3845  -3.1296  3.7936
H  3.4704  -1.6400  2.8561
H  4.4686  -3.0217  2.4064
H  2.1736  -5.6925  2.4362
H  3.2562  -5.4790  1.0636
H  1.5162  -5.5870  0.8045
H  2.1446  -1.4457  0.0770
H  1.5418  -2.9095  -0.7228
H  3.2649  -2.7039  -0.4322

Cartesian forces (eV/Å) of the 6 atoms listed first:
Ir 0.2 -0.1 0.3
Se -0.2 -0.1 -0.2
Te 0.1 0.1 0.2
Te 0.1 0.0 -0.1
Se -0.1 -0.1 0.1
O 0.0 0.0 -0.1

Output
<S²>	6.02
highest occupied orbital energy (spin up / spin down)	-0.25613 / -0.28900	Eh
lowest unoccupied orbital energy (spin up / spin down)	-0.49 / -2.21	eV
orbital gap (spin up / spin down)	6.48 / 5.66	eV
relative energy (zero: lowest compared OMol25 entry of this formula, charge and spin)	35.35	kJ/mol
2S+1	5

Results of the Mulliken charge analysis, in e, for atoms 1 through 2:
1. Ir 1.936
2. Se -0.305

# C4H3PS

A 2-piece molecular cluster, C4H3PS overall at a distorted geometry (the ωB97M-V functional and the def2-TZVPD basis, the Open Molecules 2025 dataset).

Atoms and positions in Å:
C  -0.6248  -2.0234  -0.9414
C  -0.4712  -1.7208  0.2792
C  0.8295  0.6373  -0.4932
C  -0.2355  0.4554  0.4948
P  -0.7189  -0.1822  -1.1998
S  -0.1411  -0.8265  1.7022
H  0.9347  1.6273  -0.9241
H  1.7749  0.1236  -0.3458
H  -1.3476  1.9094  1.4281

Cartesian forces (eV/Å) of the 6 atoms listed first:
C 0.2 -0.1 1.0
C 0.0 -0.8 -0.9
C 0.1 0.0 0.0
C -1.7 2.4 1.3
P 0.1 0.4 0.1
S -0.1 -0.2 -0.3

Output
highest occupied orbital energy (spin up / spin down)	-0.30752 / -0.32251	Eh
lowest unoccupied orbital energy (spin up / spin down)	-0.84 / -1.16	eV
orbital gap (spin up / spin down)	7.53 / 7.62	eV
relative energy (zero: lowest compared OMol25 entry of this formula, charge and spin)	452.97	kJ/mol

Results of the Mulliken charge analysis, in e, for atoms 1 through 2:
1. C -0.238
2. C 0.090

no.,E_tot (Eh)
1,-3589.60801
2,-592.22149
3,-7450.58131
4,-893.45155